Entry from the OMol25 dataset: a cluster of 2 separate species, C4H12N2O in total at a distorted geometry (ωB97M-V/def2-TZVPD).

```
19
Properties=species:S:1:pos:R:3:forces:R:3
O -0.341 2.327 -2.053 0.5 1.1 -2.6
N -2.773 -0.013 -0.412 -4.5 -0.6 -0.1
N 2.471 -0.973 1.745 -4.4 1.0 1.2
C 0.975 -0.044 -0.068 -2.8 -2.1 1.5
C 0.991 -0.762 1.400 1.7 -1.2 -2.7
C -0.466 -0.411 -0.621 1.8 4.5 2.7
C -1.526 0.299 -0.186 4.4 1.1 0.9
H -1.233 1.274 0.389 -1.1 -1.9 -0.9
H 1.564 -0.709 -0.672 1.1 0.3 -0.2
H -2.983 -0.976 -0.702 0.1 0.9 0.3
H 2.817 -0.062 1.972 1.2 -0.5 -0.2
H 1.319 0.999 -0.082 -0.2 -0.4 0.0
H 0.296 -1.682 1.319 1.9 0.7 -0.2
H 0.411 -0.265 2.145 0.2 1.2 0.7
H -0.174 1.979 -2.972 -0.3 0.6 1.5
H -3.519 0.462 0.106 0.6 -0.5 -0.6
H -0.402 1.555 -1.524 -0.1 -1.5 0.7
H 2.932 -1.788 1.444 0.8 -0.2 -0.4
H -0.357 -1.211 -1.226 -0.8 -2.7 -1.9
```
Positions in Å, forces in eV/Å.

- HOMO-LUMO gap (eV) = 8.70
- LUMO (eV) = 0.968
- DFT total energy (hartree) = -344.26274
- structure (SMILES) = N/C=C/CCN.O
- ΔE to the lowest compared entry with this formula, charge and spin (eV) = 3.327
- HOMO energy (Eh) = -0.284